Entry 1:
{
  "formula": "C41H37GeN4O5STa",
  "method": "the ωB97M-V functional and the def2-TZVPD basis",
  "elements": ["Ta", "O", "C", "N", "C", "C", "C", "C", "C", "C", "N", "C", "C", "C", "C", "C", "N", "H", "H", "H", "H", "H", "H", "H", "H", "H", "H", "C", "Ge", "C", "C", "C", "C", "C", "C", "C", "C", "C", "C", "C", "C", "C", "C", "C", "C", "C", "C", "H", "H", "H", "H", "H", "H", "H", "H", "H", "H", "H", "H", "H", "H", "H", "C", "C", "C", "C", "C", "C", "C", "S", "O", "O", "N", "C", "C", "C", "O", "O", "H", "H", "H", "H", "H", "H", "H", "H", "H", "H", "H", "H"],
  "positions_angstrom": [[1.38939, -1.17026, -0.43858], [4.86738, -3.64826, -0.68226], [4.01906, -2.77391, -0.80540], [3.03434, -2.43605, 0.03800], [2.86875, -3.22183, 1.24366], [2.48811, -2.21921, 2.29256], [2.76116, -2.32042, 3.64505], [2.33688, -1.30632, 4.48696], [1.67026, -0.21461, 3.95054], [1.43873, -0.18237, 2.58900], [1.82456, -1.16977, 1.77641], [3.95667, -1.90972, -2.03777], [4.93349, -1.95487, -3.01428], [4.80078, -1.12519, -4.11364], [3.69765, -0.28883, -4.19770], [2.76452, -0.30339, -3.17834], [2.89484, -1.09792, -2.11160], [3.75480, -3.81294, 1.47678], [2.02866, -3.92855, 1.15398], [3.30280, -3.17757, 4.01917], [2.53295, -1.36129, 5.54995], [1.33629, 0.60652, 4.56876], [0.94587, 0.64714, 2.10591], [5.75940, -2.63847, -2.88031], [5.55056, -1.12356, -4.89388], [3.55788, 0.38446, -5.03150], [1.90799, 0.35555, -3.18289], [1.54781, 0.62392, -0.39423], [0.45284, 2.06673, -0.94099], [1.12366, 3.09763, -2.45102], [2.47880, 3.42487, -2.51982], [2.96604, 4.23699, -3.53370], [2.09991, 4.73403, -4.49878], [0.75418, 4.40488, -4.45507], [0.27103, 3.59111, -3.43678], [0.12779, 3.28790, 0.55582], [-0.91800, 4.21292, 0.55854], [-1.11793, 5.06922, 1.63252], [-0.25662, 5.02990, 2.72078], [0.80298, 4.13535, 2.72606], [0.98724, 3.27221, 1.65239], [-1.27669, 1.30164, -1.49746], [-2.44135, 1.42936, -0.74444], [-3.61667, 0.78255, -1.10987], [-3.65000, -0.00386, -2.25036], [-2.50193, -0.14125, -3.02078], [-1.33452, 0.50521, -2.64353], [3.16204, 3.03223, -1.77399], [4.01944, 4.48439, -3.57144], [2.47525, 5.37924, -5.28323], [0.07901, 4.78161, -5.21331], [-0.78233, 3.33395, -3.41727], [-1.58679, 4.27641, -0.29362], [-1.94090, 5.77292, 1.61929], [-0.40150, 5.70611, 3.55399], [1.49153, 4.11681, 3.56231], [1.82154, 2.57898, 1.65470], [-2.43320, 2.03016, 0.15599], [-4.50540, 0.89191, -0.49983], [-4.56576, -0.50304, -2.54300], [-2.51681, -0.75340, -3.91455], [-0.44946, 0.37631, -3.25909], [-3.48209, 1.52115, 3.23292], [-3.28572, 0.05701, 2.95592], [-4.37171, -0.77496, 2.68352], [-4.19110, -2.12347, 2.43212], [-2.90583, -2.65572, 2.45053], [-1.81456, -1.84792, 2.73192], [-2.01362, -0.50013, 2.98097], [-2.67689, -4.36290, 2.08410], [-3.59277, -5.13186, 2.87323], [-1.26119, -4.60360, 2.11959], [-3.17570, -4.60000, 0.53121], [-2.71239, -3.69498, -0.52327], [-1.23438, -3.92592, -0.88000], [-0.52721, -2.62793, -0.98710], [0.32674, -2.37765, -1.90312], [-0.66480, -1.71838, -0.10121], [-4.46800, 1.85779, 2.91553], [-2.72754, 2.12318, 2.72349], [-3.38673, 1.72611, 4.30134], [-5.37183, -0.35881, 2.67807], [-5.04454, -2.76006, 2.23460], [-0.82392, -2.27940, 2.75725], [-1.16195, 0.13763, 3.18065], [-4.17788, -4.74282, 0.54004], [-2.86848, -2.65035, -0.23727], [-3.33242, -3.89087, -1.39714], [-1.09157, -4.51778, -1.78055], [-0.75092, -4.45158, -0.05215]],
  "mulliken_charge": [1.892, -0.782, 0.048, -0.663, -1.450, 0.909, -0.896, -0.594, -0.809, -0.353, -0.233, 0.611, -0.730, -0.325, -1.143, 0.137, -0.117, 0.632, 0.133, 0.507, 0.425, 0.525, 0.596, 0.531, 0.425, 0.488, 0.406, 0.250, 1.672, 0.198, -0.382, -0.678, -0.475, -0.636, -0.405, 0.007, -0.292, -0.714, -0.516, -0.635, -0.562, -0.255, -0.179, -0.552, -0.723, -0.832, 0.355, 0.371, 0.418, 0.385, 0.407, 0.320, 0.394, 0.415, 0.421, 0.430, 0.474, 0.132, 0.425, 0.400, 0.447, 0.140, -1.466, 0.341, -0.655, -0.772, 0.069, -0.086, -0.039, 1.257, -0.736, -0.621, -0.454, -0.387, -0.929, 0.793, -0.796, -0.116, 0.355, 0.136, 0.425, 0.404, 0.392, 0.571, 0.259, 0.353, 0.142, 0.436, 0.468, 0.259],
  "charge": 0,
  "lumo_ev": -0.03,
  "spin_multiplicity": 1,
  "homo_lumo_gap_ev": 7.06
}

***

Entry 2:
{
  "formula": "C41H38AsMnN2O9P2",
  "method": "the ωB97M-V functional and the def2-TZVPD basis",
  "elements": ["Mn", "C", "C", "O", "P", "O", "O", "O", "P", "O", "O", "O", "H", "H", "H", "H", "H", "H", "H", "C", "C", "C", "C", "C", "C", "As", "C", "C", "C", "C", "C", "C", "C", "C", "C", "C", "C", "C", "H", "H", "H", "H", "H", "H", "H", "H", "H", "H", "H", "H", "H", "H", "H", "C", "C", "C", "C", "C", "C", "H", "H", "H", "H", "H", "O", "C", "N", "C", "C", "O", "N", "C", "C", "C", "C", "C", "C", "C", "C", "C", "C", "C", "C", "H", "H", "H", "H", "H", "H", "H", "H", "H", "H", "H"],
  "positions_angstrom": [[0.42542, -0.60388, 0.30563], [4.31952, -3.09030, 0.81888], [3.56739, -2.81127, -0.47983], [4.34147, -3.18198, -1.61272], [3.17713, -1.02420, -0.57040], [2.02834, -0.82679, -1.67092], [4.49883, -0.40214, -1.20420], [2.74871, -0.30103, 0.66872], [1.90602, -3.63343, -0.39536], [1.53812, -3.34501, -1.97658], [1.99548, -5.08141, -0.13839], [1.11795, -2.70893, 0.49651], [5.32275, -2.66305, 0.77524], [4.38563, -4.16858, 0.96149], [3.78015, -2.65850, 1.66263], [3.77183, -3.68212, -2.20965], [1.79606, -1.70705, -2.08022], [4.50600, 0.56737, -1.14160], [0.58174, -3.38397, -2.24219], [5.82208, 2.94404, -2.70444], [5.70468, 3.10183, -1.33248], [4.46109, 2.98141, -0.71336], [3.31912, 2.70349, -1.46022], [3.45757, 2.52858, -2.84042], [4.69031, 2.65698, -3.45981], [1.51230, 2.31020, -0.73977], [1.64415, 3.14782, 1.02517], [2.53344, 2.62018, 1.96181], [2.60228, 3.14405, 3.24711], [1.76130, 4.18225, 3.62315], [0.83641, 4.67596, 2.71282], [0.77644, 4.16046, 1.42583], [0.69157, 3.81486, -1.71286], [-0.37692, 3.56660, -2.56676], [-0.98668, 4.60557, -3.26422], [-0.52496, 5.90395, -3.11598], [0.56366, 6.15862, -2.28706], [1.16785, 5.12059, -1.59514], [6.78860, 3.04087, -3.18378], [6.58236, 3.31774, -0.73462], [4.38524, 3.12485, 0.35638], [2.58148, 2.28893, -3.43379], [4.77495, 2.52269, -4.53146], [3.14000, 1.76076, 1.70183], [3.30656, 2.72921, 3.95822], [1.81231, 4.58917, 4.62576], [0.14592, 5.45743, 3.00764], [0.02686, 4.53572, 0.74180], [-0.74003, 2.55292, -2.68599], [-1.82731, 4.39530, -3.91437], [-1.00875, 6.71838, -3.64236], [0.94050, 7.16909, -2.17894], [2.01493, 5.32572, -0.95098], [-3.31803, 2.55367, 1.09521], [-2.94291, 2.04240, -0.13860], [-1.76292, 1.30748, -0.25063], [-0.89863, 1.05512, 0.83297], [-1.32191, 1.59560, 2.05558], [-2.49858, 2.32168, 2.19612], [-4.23368, 3.12542, 1.19962], [-3.57140, 2.20890, -1.00878], [-1.51592, 0.90433, -1.22982], [-0.70441, 1.45035, 2.93962], [-2.78246, 2.71197, 3.16899], [-1.05233, -3.10073, -2.78482], [-1.60121, -2.80007, -1.72012], [-2.76130, -3.38954, -1.26320], [-2.91423, -3.16024, 0.16621], [-1.77203, -2.13979, 0.36096], [-1.45765, -1.64828, 1.43671], [-1.13623, -1.90101, -0.80207], [-2.56581, -4.38252, 1.01435], [-1.80681, -5.42659, 0.50023], [-1.45457, -6.50426, 1.30436], [-1.85678, -6.54582, 2.62998], [-2.59527, -5.49207, 3.15561], [-2.94365, -4.41600, 2.35515], [-4.28696, -2.58516, 0.49250], [-5.40369, -3.40601, 0.34606], [-6.67789, -2.91734, 0.58449], [-6.85148, -1.59520, 0.98122], [-5.74358, -0.77588, 1.13541], [-4.46379, -1.26546, 0.89139], [-3.09634, -4.22915, -1.70410], [-1.44918, -5.39575, -0.52201], [-0.84669, -7.29921, 0.89120], [-1.58348, -7.38647, 3.25590], [-2.89236, -5.50351, 4.19761], [-3.49978, -3.58436, 2.77025], [-5.27060, -4.44172, 0.04953], [-7.53689, -3.56816, 0.46869], [-7.84646, -1.21115, 1.17273], [-5.86042, 0.25399, 1.45234], [-3.60956, -0.60940, 1.01737]],
  "lowdin_spin": [4.723, 0.000, 0.001, 0.000, 0.005, 0.024, 0.002, 0.039, 0.004, 0.000, 0.002, 0.032, 0.000, 0.000, 0.000, 0.000, 0.000, 0.000, 0.000, 0.001, 0.000, 0.001, 0.004, 0.001, 0.000, 0.017, 0.001, 0.001, 0.000, 0.000, 0.000, 0.000, 0.004, 0.000, 0.000, 0.000, 0.000, 0.001, 0.000, 0.000, 0.000, 0.000, 0.000, 0.000, 0.000, 0.000, 0.000, 0.000, 0.000, 0.000, 0.000, 0.000, 0.000, 0.006, 0.000, 0.013, 0.015, 0.010, 0.000, 0.000, 0.000, 0.003, 0.002, 0.000, 0.001, 0.005, 0.002, 0.001, 0.006, 0.038, 0.030, 0.000, 0.000, 0.000, 0.000, 0.000, 0.000, 0.000, 0.000, 0.000, 0.000, 0.000, 0.000, 0.000, 0.000, 0.000, 0.000, 0.000, 0.000, 0.000, 0.000, 0.000, 0.000, 0.000],
  "s2": 8.756,
  "charge": -1,
  "lumo_ev": [2.48, 2.48],
  "spin_multiplicity": 6,
  "homo_lumo_gap_ev": [7.29, 8.02]
}

***

Entry 3:
{
  "formula": "C41H38BrMnN2O10S2",
  "method": "the ωB97M-V functional and the def2-TZVPD basis",
  "elements": ["Mn", "C", "C", "O", "C", "C", "C", "C", "C", "C", "O", "H", "H", "H", "H", "H", "H", "H", "O", "C", "O", "C", "C", "C", "C", "C", "C", "N", "O", "O", "H", "H", "H", "H", "O", "S", "C", "C", "C", "C", "H", "H", "H", "H", "H", "H", "H", "H", "C", "C", "C", "N", "H", "H", "H", "H", "H", "Br", "C", "C", "C", "C", "C", "C", "C", "O", "O", "H", "H", "H", "H", "O", "S", "C", "C", "C", "C", "C", "C", "C", "C", "C", "C", "C", "C", "H", "H", "H", "H", "H", "H", "H", "H", "H", "H"],
  "positions_angstrom": [[-0.10871, -0.01064, 0.47151], [4.45324, 0.03118, -0.11167], [2.99304, 0.42197, -0.25368], [2.17824, -0.27183, 0.34065], [2.64976, 1.61606, -1.02580], [3.66247, 2.51300, -1.41695], [3.38632, 3.71573, -2.02160], [2.04444, 4.05627, -2.26533], [1.03377, 3.19196, -1.93733], [1.28732, 1.92561, -1.33083], [0.32328, 1.10907, -1.16145], [4.49437, -0.92699, 0.40022], [4.99106, 0.77596, 0.47912], [4.93652, -0.05396, -1.08663], [4.69707, 2.25208, -1.22724], [4.18580, 4.39669, -2.28673], [1.80924, 5.00725, -2.73303], [-0.00273, 3.44003, -2.14106], [-2.18888, 1.00452, 1.11167], [-1.53417, 1.96197, 1.59198], [-0.28536, 2.00283, 1.61192], [-2.28837, 3.11434, 2.21374], [-1.58865, 4.13782, 2.83864], [-2.27069, 5.18752, 3.44211], [-3.65346, 5.21914, 3.42356], [-4.33790, 4.19617, 2.79009], [-3.67133, 3.14686, 2.18232], [-5.80854, 4.22577, 2.77596], [-6.36633, 5.13819, 3.34211], [-6.39323, 3.33816, 2.20399], [-0.50774, 4.08668, 2.83658], [-1.72087, 5.98058, 3.93173], [-4.21278, 6.01991, 3.88546], [-4.22319, 2.35761, 1.69202], [-0.78722, -0.59732, -3.56906], [0.17775, 0.47339, -3.93936], [0.94243, -0.12175, -5.51536], [0.20114, 0.48803, -6.71422], [-1.13907, 0.99153, -6.18525], [-0.80264, 1.69478, -4.88107], [0.84320, -1.20530, -5.45446], [2.00161, 0.14144, -5.48914], [0.06834, -0.24087, -7.51485], [0.77435, 1.32719, -7.11742], [-1.79181, 0.14396, -5.96238], [-1.64693, 1.64533, -6.89718], [-1.67064, 1.94960, -4.27265], [-0.16837, 2.57576, -5.03158], [0.35699, -1.63428, 5.82063], [0.70897, -0.35627, 5.04974], [0.46565, -0.52069, 3.61989], [0.28433, -0.65657, 2.50371], [0.52571, -1.48093, 6.88678], [0.96947, -2.46910, 5.48199], [-0.68708, -1.90075, 5.65748], [1.75984, -0.09872, 5.18080], [0.10991, 0.48402, 5.40047], [-6.19751, -1.52572, -4.18729], [-4.58746, -1.87388, -3.22123], [-3.89938, -3.04684, -3.47393], [-2.73223, -3.30008, -2.76225], [-2.26052, -2.39130, -1.82916], [-2.96489, -1.21311, -1.60427], [-4.14040, -0.94980, -2.29297], [-0.96050, -2.69014, -1.09777], [-0.39320, -3.76015, -1.30603], [-0.57667, -1.78336, -0.27984], [-4.26539, -3.74313, -4.21723], [-2.16221, -4.20528, -2.93162], [-2.57564, -0.48725, -0.90331], [-4.69198, -0.03425, -2.11829], [-1.61849, -2.89709, 3.17858], [-2.42086, -2.20875, 2.11658], [-3.81026, -1.46325, 3.00351], [-3.91995, -1.71348, 4.36194], [-4.86465, -1.02268, 5.11247], [-5.68482, -0.08323, 4.49935], [-5.56860, 0.16264, 3.13580], [-4.62315, -0.52134, 2.38411], [-3.32865, -3.55162, 1.30772], [-4.60330, -3.41187, 0.76686], [-5.15726, -4.45947, 0.04884], [-4.43255, -5.62960, -0.14738], [-3.16112, -5.76033, 0.39375], [-2.60649, -4.72080, 1.12773], [-3.24793, -2.43868, 4.80738], [-4.95058, -1.21092, 6.17654], [-6.40303, 0.47653, 5.08800], [-6.19982, 0.91059, 2.67082], [-4.48804, -0.29964, 1.33116], [-5.16159, -2.49644, 0.91046], [-6.15333, -4.35979, -0.36761], [-4.86076, -6.44129, -0.72555], [-2.58657, -6.66350, 0.22665], [-1.61217, -4.79785, 1.55042]],
  "lowdin_spin": [4.666, 0.002, 0.006, 0.037, 0.004, 0.000, 0.003, 0.001, 0.003, 0.009, 0.048, 0.000, 0.000, 0.000, 0.000, 0.000, 0.000, 0.000, 0.032, 0.007, 0.030, 0.001, 0.001, 0.000, 0.000, 0.000, 0.001, 0.000, 0.000, 0.000, 0.000, 0.000, 0.000, 0.000, 0.000, 0.000, 0.000, 0.000, 0.000, 0.000, 0.000, 0.000, 0.000, 0.000, 0.000, 0.000, 0.000, 0.000, 0.001, 0.003, 0.020, 0.029, 0.000, 0.000, 0.000, 0.000, 0.001, 0.000, 0.000, 0.000, 0.001, 0.002, 0.001, 0.000, 0.012, 0.012, 0.061, 0.000, 0.000, 0.001, 0.000, 0.000, 0.002, 0.000, 0.000, 0.000, 0.000, 0.000, 0.000, 0.000, 0.000, 0.000, 0.000, 0.000, 0.000, 0.000, 0.000, 0.000, 0.000, 0.000, 0.000, 0.000, 0.000, 0.000, 0.000],
  "s2": 8.753,
  "charge": -1,
  "lumo_ev": [1.58, 1.58],
  "spin_multiplicity": 6,
  "homo_lumo_gap_ev": [6.55, 6.86]
}

***

Molar mass, respectively: 951.395; 894.568; 917.735 g/mol.
ΔE to the lowest compared entry with this formula, charge and spin, respectively: 0.0; 98.5; 103.7 kJ/mol.